--- 1 ---
Below is an isolated ion of composition C7H12N3O2 and charge +1, with properties calculated with ωB97M-V/def2-TZVPD.

Positions of all 24 atoms, in Å:
C (0.43, 1.07, 1.32)
C (0.14, -0.07, 1.85)
C (0.27, 1.41, -0.14)
C (0.30, 0.30, -0.89)
C (-0.28, 0.24, -2.26)
C (0.59, -1.12, -0.20)
C (-1.64, -1.51, 1.05)
N (1.95, -1.24, 0.13)
N (-0.16, -1.28, 1.11)
N (0.10, 2.73, -0.54)
O (-0.23, 1.39, -2.86)
O (-0.71, -0.77, -2.77)
H (0.59, 1.97, 1.96)
H (0.12, -0.09, 2.93)
H (0.39, -1.87, -0.89)
H (-2.27, -0.88, 0.38)
H (-1.94, -2.58, 1.05)
H (-1.99, -1.09, 2.05)
H (2.50, -1.91, -0.28)
H (2.41, -0.48, 0.58)
H (0.28, -2.09, 1.51)
H (-0.68, 1.48, -3.75)
H (-0.17, 2.94, -1.43)
H (-0.01, 3.46, 0.08)

Values from the calculation:
Total charge: +1
Orbital gap: 8.77 eV
Structure (SMILES): C[N@@H+]1C=CC(N)=C(C(=O)O)[C@H]1N
Highest occupied orbital energy: -12.372 eV

Atom charges from the Löwdin analysis, given in e for atoms 1 to 2:
1. C 0.020
2. C -0.073

=====

--- 2 ---
Below is a 2-piece molecular cluster, C7H12N3O2 overall, with properties calculated with ωB97M-V/def2-TZVPD.

Positions of all 24 atoms, in Å:
C (-0.56, 0.09, 3.53)
C (0.60, -1.55, -1.77)
C (1.62, -0.65, -1.18)
C (-0.69, -0.75, -1.94)
C (1.13, 0.02, 0.19)
C (-1.19, -0.08, -0.59)
C (-0.04, 0.88, -0.10)
N (-0.60, 2.46, 1.59)
N (-0.81, 0.02, 2.35)
N (-0.52, 1.47, 1.07)
O (-0.35, 0.27, 4.65)
O (-0.78, 3.28, 2.34)
H (0.85, -1.80, -2.76)
H (0.45, -2.44, -1.12)
H (2.58, -1.17, -1.06)
H (1.85, 0.13, -1.97)
H (-0.50, 0.18, -2.56)
H (-1.59, -1.32, -2.51)
H (1.10, -0.73, 0.91)
H (1.99, 0.82, 0.55)
H (-2.05, 0.59, -0.94)
H (-1.57, -0.66, 0.24)
H (0.12, 1.76, -0.76)
H (-1.03, -0.81, 1.83)

Values from the calculation:
Total charge: +1
Orbital gap: 9.96 eV
Highest occupied orbital energy: -14.766 eV

Atom charges from the Löwdin analysis, given in e for atoms 1 to 2:
1. C -0.286
2. C -0.225

=====

Most stable: 1

=====

--- 1 ---
Below is a 2-piece molecular cluster, C7H10N2S overall, with properties calculated with ωB97M-V/def2-TZVPD.

Positions of all 20 atoms, in Å:
C (0.84, 1.07, -0.47)
C (2.01, 0.94, 0.14)
C (0.54, -1.41, -0.35)
C (0.19, -0.18, -0.57)
C (2.78, -0.41, 0.35)
C (2.04, -1.64, -0.26)
C (-3.64, 1.40, 0.29)
N (-2.48, 0.96, -0.49)
N (-2.19, -0.20, -0.30)
S (-2.76, -1.44, 0.47)
H (0.48, 2.04, -0.62)
H (2.56, 1.84, 0.39)
H (-0.19, -2.14, -0.31)
H (3.91, -0.26, -0.04)
H (2.89, -0.61, 1.34)
H (2.32, -2.45, 0.37)
H (2.34, -1.93, -1.26)
H (-4.18, 0.50, 0.70)
H (-4.37, 1.91, -0.39)
H (-3.09, 2.03, 1.01)

Values from the calculation:
Total charge: 0
Orbital gap (spin up / spin down): 6.96 / 8.23 eV
Highest occupied orbital energy (spin up / spin down): -7.720 / -8.083 eV

Atom charges from the Löwdin analysis, given in e for atoms 1 to 2:
1. C -0.098
2. C -0.075

=====

--- 2 ---
Below is one molecule with the formula C7H10N2S, with properties calculated with ωB97M-V/def2-TZVPD.

Positions of all 20 atoms, in Å:
C (-2.97, 0.86, 0.84)
C (-1.74, 0.45, 1.24)
C (-2.49, -0.67, -0.59)
C (-0.21, -1.15, 0.26)
C (0.95, -0.51, 0.58)
C (2.19, -1.39, 0.80)
C (0.12, 1.66, -0.93)
N (-3.41, 0.18, -0.26)
N (-1.42, -0.45, 0.29)
S (1.24, 1.19, 0.38)
H (-3.69, 1.31, 1.44)
H (-1.05, 0.70, 2.13)
H (-2.42, -1.30, -1.37)
H (-0.36, -2.14, 0.06)
H (2.85, -1.32, -0.03)
H (2.72, -1.00, 1.69)
H (1.79, -2.43, 0.74)
H (0.48, 2.70, -1.21)
H (-0.93, 1.49, -0.58)
H (0.43, 0.93, -1.72)

Values from the calculation:
Total charge: 0
Orbital gap: 8.88 eV
Structure (SMILES): CS/C(C)=C\n1ccnc1
Highest occupied orbital energy: -8.153 eV

Atom charges from the Löwdin analysis, given in e for atoms 1 to 2:
1. C -0.163
2. C -0.112

=====

Most stable: 2

=====

--- 1 ---
Below is a 2-piece molecular cluster, C3H4FN overall, with properties calculated with ωB97M-V/def2-TZVPD.

Positions of all 9 atoms, in Å:
C (0.56, 1.76, 1.25)
C (0.71, 0.69, 0.70)
C (0.76, -0.36, -0.19)
N (-1.08, -1.91, 0.54)
F (-1.07, -2.52, -0.68)
H (0.05, 2.57, 1.66)
H (1.33, -1.20, -0.31)
H (0.17, -0.28, -1.07)
H (-0.75, -2.57, 1.25)

Values from the calculation:
Total charge: 0
Orbital gap (spin up / spin down): 9.72 / 7.78 eV
Highest occupied orbital energy (spin up / spin down): -10.243 / -8.324 eV

Atom charges from the Löwdin analysis, given in e for atoms 1 to 2:
1. C 0.122
2. C -0.200

=====

--- 2 ---
Below is one molecule with the formula C3H4FN, with properties calculated with ωB97M-V/def2-TZVPD.

Positions of all 9 atoms, in Å:
C (0.50, -0.85, -0.40)
C (-0.50, 0.00, 0.40)
C (-0.14, 1.36, 0.42)
H (0.38, -0.35, -1.44)
H (1.48, -0.47, 0.01)
H (0.41, -1.88, -0.49)
H (-0.72, -0.26, 1.37)
N (0.39, 2.39, 0.45)
F (-1.81, 0.06, -0.32)

Values from the calculation:
Total charge: 0
Orbital gap: 13.00 eV
Structure (SMILES): C[C@H](F)C#N
Highest occupied orbital energy: -12.245 eV

Atom charges from the Löwdin analysis, given in e for atoms 1 to 2:
1. C -0.008
2. C -0.308

=====

Most stable: 2

=====

--- 1 ---
Below is a 2-piece molecular cluster, C7H14O2 overall, with properties calculated with ωB97M-V/def2-TZVPD.

Positions of all 23 atoms, in Å:
C (1.45, -0.77, 1.23)
C (1.98, -0.27, -0.98)
C (-1.54, -0.15, 0.41)
C (-1.16, -0.59, -1.07)
C (-2.57, -0.62, -0.58)
C (2.30, 1.16, -0.76)
C (-1.54, 1.30, 0.79)
O (1.80, -1.09, 0.03)
O (1.11, -1.78, 2.10)
H (1.07, -2.61, 1.61)
H (1.51, 0.21, 1.67)
H (2.29, -0.79, -1.88)
H (-1.34, -0.83, 1.23)
H (-0.67, -1.54, -1.24)
H (-0.89, 0.19, -1.77)
H (-3.26, 0.11, -0.97)
H (-3.03, -1.59, -0.41)
H (3.19, 1.30, -0.12)
H (1.47, 1.68, -0.27)
H (2.49, 1.65, -1.71)
H (-2.35, 1.52, 1.49)
H (-0.61, 1.59, 1.27)
H (-1.69, 1.94, -0.08)

Values from the calculation:
Total charge: 0
Orbital gap (spin up / spin down): 7.59 / 7.22 eV
Highest occupied orbital energy (spin up / spin down): -6.763 / -6.381 eV

Atom charges from the Löwdin analysis, given in e for atoms 1 to 2:
1. C -0.263
2. C -0.237

=====

--- 2 ---
Below is one molecule with the formula C7H14O2, with properties calculated with ωB97M-V/def2-TZVPD.

Positions of all 23 atoms, in Å:
C (-0.06, 0.80, 0.47)
C (-0.36, -1.62, -0.28)
C (-1.05, -0.41, 0.16)
C (-0.54, 1.55, 1.71)
C (0.04, 1.75, -0.73)
C (-0.29, -2.03, -1.70)
C (1.27, 0.06, 0.78)
O (1.69, -0.46, -0.55)
O (1.16, -0.93, 1.62)
H (2.28, -1.19, -0.30)
H (-0.18, -2.39, 0.47)
H (2.03, 0.83, 1.06)
H (-1.77, -0.08, -0.59)
H (-1.56, -0.63, 1.10)
H (-0.52, 0.90, 2.58)
H (0.82, 2.49, -0.56)
H (-1.55, 1.93, 1.57)
H (0.11, 2.41, 1.91)
H (-0.90, 2.29, -0.88)
H (0.29, 1.22, -1.65)
H (-0.24, -1.18, -2.38)
H (0.54, -2.71, -1.89)
H (-1.21, -2.59, -1.91)

Values from the calculation:
Total charge: 0
Orbital gap (spin up / spin down): 7.33 / 7.33 eV
Highest occupied orbital energy (spin up / spin down): -8.113 / -8.115 eV

Atom charges from the Löwdin analysis, given in e for atoms 1 to 2:
1. C -0.461
2. C 0.004

=====

Most stable: 2